[1]
{
  "formula": "C32H26N6O4Tb",
  "method": "ωB97M-V with the def2-TZVPD basis set",
  "spin_multiplicity": 7,
  "homo_energy_ev": [-5.10, -5.13],
  "s2": 12.0494,
  "orbital_gap_ev": [7.3, 7.3],
  "de_lowest_kj_mol": 182.8,
  "charge": -1,
  "species": ["Tb", "C", "C", "C", "C", "C", "N", "C", "C", "C", "C", "C", "C", "C", "N", "C", "C", "C", "N", "C", "C", "N", "C", "C", "C", "N", "H", "H", "H", "H", "H", "H", "H", "H", "H", "H", "H", "H", "H", "H", "H", "H", "H", "H", "C", "C", "C", "C", "C", "H", "H", "H", "H", "H", "O", "C", "O", "C", "C", "C", "N", "C", "C", "C", "O", "O", "H", "H", "H"],
  "coordinates": [[-0.15418, 0.79197, 0.27018], [-0.33256, 2.04544, -6.60040], [-0.03762, 1.29870, -5.32641], [1.26487, 0.95081, -4.96665], [1.53949, 0.34992, -3.75961], [0.54041, 0.05784, -2.80321], [0.85656, -0.40047, -1.53879], [1.85643, -1.35149, -1.45256], [1.93313, -2.39096, -2.40656], [2.87701, -3.39031, -2.36447], [3.80151, -3.45486, -1.32455], [4.80047, -4.57769, -1.22365], [3.73007, -2.47028, -0.35905], [2.81419, -1.41737, -0.41719], [2.92719, -0.44843, 0.62859], [4.07758, -0.10518, 1.24778], [3.75157, 0.64119, 2.35752], [2.35714, 0.71163, 2.33681], [1.87439, 0.06425, 1.28216], [-0.77452, 0.36003, -3.21219], [-1.04032, 0.98329, -4.43033], [-1.91236, 0.02404, -2.41844], [-3.00384, -0.62708, -2.86323], [-3.92647, -0.63450, -1.83949], [-3.29389, 0.03782, -0.79050], [-2.08360, 0.44657, -1.15482], [0.35012, 1.75272, -7.39876], [-0.21453, 3.12077, -6.44260], [-1.35635, 1.87019, -6.93181], [2.08077, 1.17319, -5.64667], [2.56378, 0.11259, -3.50263], [1.19429, -2.38962, -3.19726], [2.87934, -4.15547, -3.13371], [5.17491, -4.85500, -2.20981], [4.34885, -5.46784, -0.77816], [5.64876, -4.28840, -0.60311], [4.39602, -2.53094, 0.49317], [5.03916, -0.38622, 0.85749], [4.42450, 1.06736, 3.08060], [1.69213, 1.19914, 3.03298], [-2.07126, 1.22435, -4.66752], [-3.04378, -1.04604, -3.85382], [-4.90518, -1.08085, -1.84292], [-3.65898, 0.23303, 0.20452], [0.15793, 2.94870, -1.41697], [-0.37452, 3.34722, -0.17214], [0.66566, 3.27851, 0.78662], [1.83214, 2.84644, 0.12058], [1.51735, 2.63954, -1.23015], [-0.34537, 2.99746, -2.37095], [-1.33759, 3.81288, -0.02584], [0.61614, 3.64338, 1.80295], [2.82401, 2.79612, 0.54524], [2.21188, 2.36372, -2.00905], [-2.44196, 1.12608, 7.01114], [-2.63086, 2.08988, 6.25397], [-3.07215, 3.23484, 6.45820], [-2.33255, 1.79575, 4.74420], [-2.69682, 2.71813, 3.76948], [-2.38209, 2.47342, 2.44971], [-1.73504, 1.37601, 2.04091], [-1.41258, 0.46039, 2.97983], [-1.68930, 0.63902, 4.32431], [-0.74764, -0.82482, 2.47068], [-0.22282, -1.57534, 3.27249], [-0.82060, -0.99040, 1.19222], [-3.19889, 3.62601, 4.07568], [-2.64064, 3.18689, 1.67546], [-1.40698, -0.11922, 5.04171]]
}

=====

[2]
{
  "formula": "C32H26O3PS2Zr",
  "method": "ωB97M-V with the def2-TZVPD basis set",
  "spin_multiplicity": 1,
  "homo_energy_ev": -10.32,
  "orbital_gap_ev": 6.8,
  "de_lowest_kj_mol": 44.3,
  "charge": 1,
  "species": ["Zr", "C", "C", "O", "C", "C", "C", "C", "C", "C", "O", "H", "H", "H", "H", "H", "H", "H", "S", "C", "C", "C", "C", "C", "C", "S", "H", "H", "H", "H", "O", "P", "C", "C", "C", "C", "C", "C", "C", "C", "C", "C", "C", "C", "C", "C", "C", "C", "C", "C", "H", "H", "H", "H", "H", "H", "H", "H", "H", "H", "H", "H", "H", "H", "H"],
  "coordinates": [[1.20040, 0.94718, 0.59557], [-1.75046, 1.22695, 3.91821], [-0.39488, 0.97329, 3.33969], [-0.32473, 1.03942, 2.07808], [0.75189, 0.73239, 4.16080], [0.59489, 0.58343, 5.56019], [1.68601, 0.46360, 6.37406], [2.97306, 0.52283, 5.80542], [3.16201, 0.67599, 4.45327], [2.04779, 0.75937, 3.61164], [2.21924, 0.90115, 2.31664], [-2.45195, 1.42527, 3.11343], [-1.72477, 2.07641, 4.60197], [-2.08718, 0.35918, 4.48938], [-0.39645, 0.56410, 5.99265], [1.56471, 0.34177, 7.44069], [3.84053, 0.45371, 6.45070], [4.14741, 0.73142, 4.01187], [3.19811, -0.07926, -0.46434], [3.27496, 1.14538, -1.75926], [3.87825, 0.77336, -2.96871], [4.02366, 1.67410, -4.00358], [3.54218, 2.97418, -3.86410], [2.92268, 3.35170, -2.69158], [2.79150, 2.45579, -1.62382], [2.02955, 3.11605, -0.14852], [4.25754, -0.23675, -3.06924], [4.51856, 1.37374, -4.91827], [3.65237, 3.69225, -4.66591], [2.53671, 4.35727, -2.58338], [-0.19639, 0.75765, -0.98475], [-1.10380, -0.46759, -1.24647], [-0.53264, -1.36232, -2.65610], [0.75518, -1.10393, -3.12390], [1.23633, -1.79453, -4.22793], [0.43824, -2.73648, -4.85600], [-0.85030, -2.98954, -4.39647], [-1.34317, -2.30169, -3.30287], [-2.77939, 0.05016, -1.46200], [-3.86359, -0.83484, -1.45584], [-5.14147, -0.35619, -1.68448], [-5.34217, 1.00006, -1.92155], [-4.27208, 1.87975, -1.92625], [-2.98588, 1.40920, -1.69624], [-0.97338, -1.42218, 0.26125], [0.30860, -1.86835, 0.61654], [0.54374, -2.38334, 1.88314], [-0.49736, -2.48104, 2.79801], [-1.77220, -2.07062, 2.43766], [-2.01220, -1.52613, 1.18101], [1.37792, -0.35948, -2.65058], [2.23173, -1.57939, -4.59401], [0.81205, -3.27283, -5.71874], [-1.47804, -3.71442, -4.89692], [-2.35534, -2.49526, -2.97543], [-3.72454, -1.89134, -1.25868], [-5.98207, -1.03687, -1.67609], [-6.34307, 1.37035, -2.10051], [-4.43383, 2.93330, -2.10945], [-2.14610, 2.09160, -1.70032], [1.10687, -1.88005, -0.11958], [1.53756, -2.72205, 2.14638], [-0.31343, -2.89117, 3.78282], [-2.58903, -2.16479, 3.14236], [-3.00035, -1.16093, 0.93847]]
}

=====

[3]
{
  "formula": "C32H27AuNO2P2S",
  "method": "ωB97M-V with the def2-TZVPD basis set",
  "spin_multiplicity": 1,
  "homo_energy_ev": -11.30,
  "orbital_gap_ev": 5.5,
  "de_lowest_kj_mol": 171.1,
  "charge": 1,
  "species": ["Au", "C", "N", "P", "C", "C", "C", "C", "C", "C", "C", "C", "C", "C", "C", "C", "P", "C", "C", "C", "C", "C", "C", "C", "C", "C", "C", "C", "C", "H", "H", "H", "H", "H", "H", "H", "H", "H", "H", "H", "H", "H", "H", "H", "H", "H", "H", "H", "H", "H", "H", "H", "O", "C", "O", "C", "C", "C", "C", "C", "C", "S", "H", "H", "H", "H"],
  "coordinates": [[0.34690, -0.92466, 0.46166], [-3.73774, 0.77668, -0.82051], [-2.44784, 0.07256, -0.69281], [-1.51316, 0.00884, -2.20940], [-2.80505, -0.55255, -3.36670], [-2.91049, 0.14395, -4.56504], [-3.81640, -0.26630, -5.53659], [-4.62551, -1.36381, -5.30402], [-4.53281, -2.06096, -4.10231], [-3.62292, -1.66151, -3.14349], [-0.59230, -1.57571, -2.04092], [0.55907, -1.65966, -2.82328], [1.34735, -2.80060, -2.80509], [1.00688, -3.87352, -1.99387], [-0.13281, -3.81012, -1.21036], [-0.93053, -2.66960, -1.23135], [-1.73476, -0.01327, 0.80762], [-2.95176, -0.88428, 1.82353], [-3.17761, -0.48092, 3.13909], [-4.16240, -1.09581, 3.89636], [-4.92316, -2.11724, 3.35032], [-4.69315, -2.53523, 2.04641], [-3.71281, -1.92447, 1.28617], [-1.49316, 1.55819, 1.68272], [-2.39995, 2.61484, 1.60305], [-2.17119, 3.78681, 2.30609], [-1.05558, 3.90603, 3.12147], [-0.16488, 2.84891, 3.23216], [-0.37623, 1.68798, 2.50686], [-4.33723, 0.30611, -1.59623], [-3.59399, 1.82686, -1.08230], [-4.29248, 0.70673, 0.11651], [-2.28181, 1.00829, -4.74107], [-3.89071, 0.27677, -6.46791], [-5.33052, -1.68389, -6.05847], [-5.16734, -2.91822, -3.92426], [-3.54287, -2.21456, -2.21533], [0.85263, -0.81486, -3.43571], [2.24679, -2.83987, -3.40246], [1.63655, -4.75159, -1.96683], [-0.41016, -4.64471, -0.58127], [-1.84405, -2.66059, -0.65687], [-2.58641, 0.31027, 3.57945], [-4.33613, -0.77077, 4.91229], [-5.70099, -2.58527, 3.93728], [-5.28187, -3.33499, 1.62012], [-3.56929, -2.23938, 0.26415], [-3.29447, 2.53620, 1.00548], [-2.87222, 4.60486, 2.22152], [-0.88634, 4.81865, 3.67562], [0.69818, 2.92671, 3.87863], [0.33729, 0.87625, 2.59525], [4.10749, -1.71284, -0.75375], [3.28777, -1.25192, 0.00047], [2.14399, -1.83527, 0.28307], [3.60963, 0.01653, 0.75615], [4.80750, 0.09031, 1.44153], [5.12838, 1.22462, 2.17582], [4.25900, 2.30964, 2.23500], [3.06283, 2.25826, 1.55204], [2.73419, 1.12198, 0.78694], [1.32501, 1.17744, -0.17977], [5.48961, -0.74662, 1.39563], [6.06853, 1.26304, 2.70856], [4.51945, 3.18335, 2.81488], [2.37136, 3.08965, 1.56635]]
}

=====

no.,electronic energy (eV)
1,-73174.4134
2,-71989.0202
3,-72306.6283